Here is a gas-phase ion, C19H33FN4O6P (charge +1) at a distorted geometry from the Open Molecules 2025 dataset. Energies are from ωB97M-V with the def2-TZVPD basis set.

Each atom is followed by the atoms it is bonded to, with distances in Å.
Geometry (Å):
1 P 2.866 -2.195 -0.065  O4 1.452, O6 1.612, O8 1.615, N9 1.711
2 F 0.656 -3.689 1.279  C25 1.369
3 O -1.559 1.102 -6.423  C16 1.429, C27 1.423
4 O 2.636 -3.304 -0.974  P1 1.452
5 O 1.215 1.885 1.334  N10 1.360, C14 1.456
6 O 4.026 -2.618 0.971  P1 1.612, H39 0.971
7 O 1.400 3.236 3.132  C14 1.203
8 O 3.475 -0.935 -0.871  P1 1.615, H36 0.972
9 N 1.469 -1.625 0.740  P1 1.711, C19 1.404, C25 1.483
10 N 1.439 0.566 1.579  O5 1.360, C19 1.310, C22 1.472
11 N 3.403 -0.260 2.645  C22 1.470, C29 1.476, H46 1.017
12 N 0.753 0.233 -0.635  C19 1.389, C26 1.485, H44 1.015
13 C -3.034 1.695 2.811  C18 1.369, C24 1.373, H47 1.087
14 C 0.632 2.600 2.461  O5 1.456, O7 1.203, C31 1.488
15 C -1.190 0.460 -2.188  C26 1.550, C30 1.547, H48 1.093, H61 1.094
16 C -1.466 0.768 -5.037  O3 1.429, C23 1.541, H34 1.100, H41 1.096
17 C -2.576 3.696 3.992  C20 1.363, C24 1.389, H63 1.085
18 C -1.727 1.603 2.412  C13 1.369, C31 1.384, H43 1.083
19 C 1.207 -0.254 0.584  N9 1.404, N10 1.310, N12 1.389
20 C -1.278 3.619 3.584  C17 1.363, C31 1.387, H32 1.086
21 C -0.315 -2.781 -0.724  C25 1.527, C28 1.560, H42 1.090, H52 1.097
22 C 1.982 0.054 2.848  N10 1.472, N11 1.470, H37 1.097, H56 1.092
23 C -1.687 2.031 -4.183  C16 1.541, C30 1.550, H35 1.094, H54 1.098
24 C -3.488 2.727 3.594  C13 1.373, C17 1.389, H38 1.084
25 C 0.294 -2.527 0.653  F2 1.369, N9 1.483, C21 1.527, H50 1.104
26 C -0.705 0.500 -0.715  N12 1.485, C15 1.550, H49 1.097, H60 1.095
27 C -2.337 0.120 -7.098  O3 1.423, H51 1.094, H53 1.098, H58 1.101
28 C -1.874 -2.838 -0.710  C21 1.560, H33 1.090, H40 1.095, H62 1.097
29 C 4.127 0.861 2.012  N11 1.476, H45 1.101, H57 1.098, H64 1.092
30 C -1.121 1.901 -2.745  C15 1.547, C23 1.550, H55 1.097, H59 1.098
31 C -0.820 2.578 2.791  C14 1.488, C18 1.384, C20 1.387
32 H -0.568 4.376 3.904  C20 1.086
33 H -2.201 -3.870 -0.582  C28 1.090
34 H -0.447 0.389 -4.867  C16 1.100
35 H -1.239 2.905 -4.665  C23 1.094
36 H 4.438 -1.061 -0.849  O8 0.972
37 H 1.936 0.781 3.670  C22 1.097
38 H -4.518 2.797 3.925  C24 1.084
39 H 3.567 -2.749 1.817  O6 0.971
40 H -2.324 -2.138 0.002  C28 1.095
41 H -2.243 0.032 -4.800  C16 1.096
42 H 0.059 -2.126 -1.511  C21 1.090
43 H -1.411 0.752 1.821  C18 1.083
44 H 1.317 1.007 -0.971  N12 1.015
45 H 3.832 1.856 2.379  C29 1.101
46 H 3.822 -0.349 3.567  N11 1.017
47 H -3.760 0.942 2.514  C13 1.087
48 H -0.497 -0.192 -2.727  C15 1.093
49 H -0.914 1.486 -0.281  C26 1.097
50 H -0.490 -2.091 1.296  C25 1.104
51 H -2.220 0.230 -8.180  C27 1.094
52 H 0.000 -3.790 -1.016  C21 1.097
53 H -2.037 -0.905 -6.843  C27 1.098
54 H -2.771 2.204 -4.168  C23 1.098
55 H -0.089 2.272 -2.729  C30 1.097
56 H 1.449 -0.837 3.188  C22 1.092
57 H 3.944 0.860 0.930  C29 1.098
58 H -3.400 0.291 -6.866  C27 1.101
59 H -1.747 2.520 -2.089  C30 1.098
60 H -1.230 -0.251 -0.115  C26 1.095
61 H -2.213 0.074 -2.194  C15 1.094
62 H -2.188 -2.527 -1.714  C28 1.097
63 H -2.916 4.500 4.637  C17 1.085
64 H 5.204 0.723 2.125  C29 1.092

Summary:
- HOMO-LUMO gap: 7.3 eV
- M: 463.47 g mol⁻¹
- Multiplicity: 1
- Net charge: +1
- Highest occupied orbital energy: -11.60 eV
- Calculated total energy: -1855.20014 hartree